84
Properties=species:S:1:pos:R:3 method="wB97M-V/def2-TZVPD" homo_lumo_gap_ha=0.2501 total_charge=+1 fmax_ev_per_a=1.2 homo_energy_ev=-10.237 spin_multiplicity=1
Zr -0.64 1.27 0.35
O -3.99 0.44 2.95
C -3.20 0.50 2.02
N -2.30 1.45 1.74
C -2.45 2.79 2.19
C -2.86 3.20 3.45
C -2.91 4.57 3.70
C -2.56 5.48 2.72
C -2.16 5.07 1.46
C -2.11 3.71 1.19
N -1.72 3.07 -0.01
C -1.84 3.69 -1.21
O -2.22 4.82 -1.44
C -1.46 2.77 -2.34
C -1.52 3.19 -3.65
C -1.12 2.33 -4.65
C -0.63 1.08 -4.29
C -0.60 0.74 -2.95
N -1.04 1.55 -1.98
C -3.19 -0.59 0.97
C -4.13 -1.61 1.03
C -4.22 -2.50 -0.03
C -3.38 -2.33 -1.11
C -2.46 -1.30 -1.09
N -2.34 -0.45 -0.07
H -3.15 2.48 4.19
H -3.24 4.92 4.67
H -2.60 6.54 2.94
H -1.90 5.78 0.69
H -1.88 4.20 -3.84
H -1.15 2.63 -5.68
H -0.27 0.38 -5.03
H -0.17 -0.21 -2.64
H -4.78 -1.64 1.89
H -4.94 -3.30 -0.01
H -3.42 -2.98 -1.98
H -1.80 -1.16 -1.93
C 0.52 -1.65 2.33
C 1.88 -0.99 2.25
N 1.87 0.12 1.29
C 2.85 1.14 1.66
C 2.32 2.11 2.73
S 0.52 2.25 2.88
C 0.20 1.03 4.18
C -0.74 -0.10 3.79
N -0.55 -0.66 2.43
H 0.33 -2.25 1.44
H 0.50 -2.34 3.18
H 2.16 -0.61 3.23
H 2.63 -1.74 1.98
H 2.12 -0.25 0.38
H 3.78 0.69 2.02
H 3.13 1.69 0.77
H 2.68 1.84 3.72
H 2.69 3.11 2.54
H 1.16 0.66 4.52
H -0.25 1.55 5.03
H -0.65 -0.90 4.53
H -1.77 0.26 3.85
H -1.41 -1.15 2.22
C 1.81 -3.01 -3.29
Te 1.18 -2.52 -1.31
C 2.09 -4.37 -0.70
C 2.56 -5.03 -1.98
C 3.14 -6.30 -1.92
C 3.58 -6.92 -3.07
C 3.45 -6.28 -4.30
C 2.88 -5.02 -4.36
C 2.43 -4.39 -3.20
H 2.53 -2.27 -3.64
H 0.95 -3.01 -3.96
H 1.36 -4.98 -0.18
H 2.92 -4.16 -0.03
H 3.24 -6.80 -0.96
H 4.03 -7.90 -3.02
H 3.80 -6.76 -5.20
H 2.78 -4.52 -5.32
Cl 4.02 2.22 -2.06
C 2.69 3.20 -1.45
Cl 1.85 4.06 -2.75
C 1.64 2.35 -0.75
O 0.99 2.89 0.19
O 1.40 1.19 -1.12
H 3.09 3.94 -0.77